P | This record from OMol25 describes a structure of composition C3H6O2S2. The level of theory is wB97M-V/def2-TZVPD.

Charge: 0
Frontier orbital gap, eV: 5.455
HOMO level, eV: -5.92

XYZ file:
```
13
Properties=species:S:1:pos:R:3:lowdin_charge:R:1
C -3.451 0.563 0.259 -0.06
C -1.236 -0.184 0.221 -0.47
C 1.948 -0.364 -0.054 -1.09
H -3.222 1.475 0.816 0.10
H -3.790 -0.222 0.943 0.09
H -4.231 0.772 -0.473 0.09
H -1.367 -0.068 1.300 0.10
H 1.224 -2.040 0.468 0.15
H 2.589 -0.947 -0.723 0.08
O -2.313 0.126 -0.486 -0.19
O 1.108 -1.101 0.675 -0.26
S 0.151 -0.698 -0.430 0.97
S 2.028 1.245 0.030 0.50
```



Q | This record from OMol25 describes the molecule C3H6O2S2. The level of theory is wB97M-V/def2-TZVPD.

Charge: 0
Frontier orbital gap (spin up / spin down), eV: 6.297 / 7.979
HOMO level (spin up / spin down), eV: -6.28 / -7.38

XYZ file:
```
13
Properties=species:S:1:pos:R:3:lowdin_charge:R:1
C -1.021 1.656 -0.644 -0.46
C 0.216 -0.814 0.038 -0.70
C 0.505 -0.955 1.475 -0.35
O -0.549 0.164 -0.444 -0.21
O 0.672 0.272 1.979 0.00
S -1.494 2.076 -2.214 0.78
S 0.917 -1.894 -1.132 0.83
H -1.716 1.972 0.052 0.00
H 1.436 -1.727 1.713 0.17
H -0.378 -1.535 1.874 0.14
H 1.596 0.424 2.075 0.09
H -0.482 1.514 -2.687 -0.19
H 0.299 -1.155 -2.087 -0.10
```



Which is most stable, and by how much? Q, by 430.8 kJ/mol.



P | This record from OMol25 describes a cluster of 2 separate species, C3H6O2S2 in total. The level of theory is wB97M-V/def2-TZVPD.

Charge: 0
Frontier orbital gap (spin up / spin down), eV: 7.560 / 8.702
HOMO level (spin up / spin down), eV: -7.94 / -8.36

XYZ file:
```
13
Properties=species:S:1:pos:R:3:lowdin_charge:R:1
C 1.239 1.542 -0.690 -0.58
C 0.207 0.530 -0.894 -0.67
C -0.826 -1.050 1.130 -0.07
O -0.134 1.853 -0.823 -0.08
O -1.711 -1.916 0.532 -0.04
S 1.875 1.659 1.075 0.72
S -0.105 -0.575 -2.299 0.75
H 1.790 2.107 -1.417 0.10
H -1.260 -0.096 1.293 0.05
H 0.284 -1.108 0.883 0.07
H -1.279 -2.665 0.284 0.03
H 1.084 0.833 1.816 -0.15
H -1.387 -0.716 -1.869 -0.12
```



Q | This record from OMol25 describes a structure of composition C3H6O2S2. The level of theory is wB97M-V/def2-TZVPD.

Charge: 0
Frontier orbital gap, eV: 7.106
HOMO level, eV: -9.61

XYZ file:
```
13
Properties=species:S:1:pos:R:3:lowdin_charge:R:1
C 1.232 -0.511 -0.336 -0.22
C 2.330 0.210 0.390 -0.48
O 3.590 0.234 -0.257 0.04
O 2.132 0.960 1.291 0.14
C -0.177 0.166 -0.192 -0.71
S -1.274 -1.018 -0.890 0.66
S -3.081 0.408 0.571 0.42
H 1.492 -0.847 -1.316 0.10
H 1.104 -1.495 0.268 0.14
H 3.802 1.049 -0.720 0.11
H 0.027 1.147 -0.732 0.12
H -0.295 0.201 0.854 0.02
H -3.376 0.466 -0.676 -0.34
```



Which is most stable, and by how much? Q, by 305.7 kJ/mol.



P | This record from OMol25 describes the molecule C21H28N4O2. The level of theory is wB97M-V/def2-TZVPD.

Charge: 0
Frontier orbital gap, eV: 8.366
HOMO level, eV: -7.61

XYZ file:
```
55
Properties=species:S:1:pos:R:3:lowdin_charge:R:1
O -1.304 -1.899 -1.276 0.06
C -2.147 -1.882 -0.407 -0.56
O -1.889 -1.679 0.866 0.10
C -3.613 -2.149 -0.691 -0.09
C -4.574 -1.149 -0.043 -0.20
C -4.602 0.221 -0.726 -0.20
C -3.267 0.967 -0.727 -0.20
C -2.787 1.344 0.675 -0.20
C -1.290 1.643 0.715 -0.21
C -0.773 1.699 2.151 -0.20
C 0.752 1.676 2.216 -0.14
C 1.331 0.340 1.897 -0.25
C 2.662 -0.028 1.887 0.00
N 2.662 -1.327 1.523 -0.14
C 3.776 -2.146 1.139 -0.11
C 4.355 -1.643 -0.206 -0.11
C 3.228 -1.179 -1.073 -0.20
C 2.245 -1.959 -1.616 -0.05
N 1.268 -1.183 -2.160 0.10
C 1.564 0.125 -1.923 -0.21
C 0.850 1.279 -2.222 -0.02
C 1.399 2.486 -1.850 -0.11
C 2.639 2.553 -1.208 -0.11
C 3.355 1.415 -0.913 -0.05
C 2.815 0.176 -1.258 -0.14
N 1.424 -1.733 1.317 0.08
N 0.621 -0.753 1.543 0.06
H -0.938 -1.430 1.050 0.07
H -3.825 -3.146 -0.296 0.13
H -3.750 -2.172 -1.773 0.12
H -4.314 -1.045 1.010 0.10
H -5.582 -1.568 -0.091 0.11
H -5.354 0.837 -0.226 0.11
H -4.924 0.086 -1.762 0.11
H -2.513 0.345 -1.210 0.09
H -3.370 1.871 -1.332 0.12
H -2.975 0.513 1.353 0.09
H -3.352 2.204 1.042 0.12
H -1.075 2.585 0.205 0.12
H -0.755 0.857 0.181 0.09
H -1.140 2.606 2.637 0.11
H -1.157 0.841 2.704 0.11
H 1.086 1.963 3.218 0.12
H 1.165 2.405 1.511 0.11
H 3.555 0.516 2.105 0.13
H 3.384 -3.158 1.023 0.13
H 4.535 -2.134 1.926 0.12
H 4.915 -2.455 -0.672 0.11
H 5.039 -0.812 -0.026 0.11
H 2.178 -3.029 -1.655 0.13
H 0.353 -1.525 -2.411 0.12
H -0.107 1.223 -2.718 0.11
H 0.866 3.403 -2.058 0.10
H 3.039 3.521 -0.940 0.10
H 4.316 1.484 -0.422 0.10
```



Q | This record from OMol25 describes the molecule C21H28N4O2. The level of theory is wB97M-V/def2-TZVPD.

Charge: 0
Frontier orbital gap, eV: 7.998
HOMO level, eV: -7.60

XYZ file:
```
55
Properties=species:S:1:pos:R:3:lowdin_charge:R:1
C 3.173 1.295 1.997 -0.07
O 3.280 2.408 1.149 -0.09
C 2.140 2.827 0.490 -0.19
C 0.900 2.230 0.580 0.02
C -0.180 2.749 -0.140 -0.17
C -1.495 2.142 -0.030 -0.18
N -2.610 2.860 -0.292 0.17
C -3.634 2.081 -0.018 -0.25
C -5.017 2.306 -0.062 -0.06
N -5.889 1.401 0.289 0.06
C -5.430 0.205 0.712 -0.14
C -4.110 -0.119 0.782 -0.03
N -3.197 0.816 0.407 0.07
C -1.831 0.849 0.391 -0.21
N -1.023 -0.223 0.752 0.07
C -0.501 -1.141 -0.295 -0.51
C 0.166 -0.316 -1.389 -0.01
C -1.667 -1.935 -0.904 -0.03
C 0.470 -2.042 0.503 -0.10
C 1.523 -2.965 -0.152 -0.58
C 2.738 -2.186 -0.664 -0.05
C 0.961 -3.830 -1.280 -0.05
C 2.013 -3.903 0.963 -0.06
C -0.002 3.879 -0.929 -0.02
C 1.241 4.476 -1.023 0.00
C 2.320 3.960 -0.324 -0.25
O 3.541 4.547 -0.422 0.08
H 2.863 0.402 1.444 0.07
H 4.170 1.138 2.408 0.10
H 2.467 1.478 2.813 0.10
H 0.734 1.371 1.207 0.10
H -5.390 3.263 -0.394 0.12
H -6.189 -0.509 0.997 0.10
H -3.752 -1.081 1.118 0.11
H -1.480 -0.780 1.470 0.13
H 0.485 -0.960 -2.202 0.08
H -0.540 0.406 -1.794 0.09
H 1.018 0.231 -1.001 0.08
H -1.334 -2.558 -1.726 0.07
H -2.417 -1.248 -1.294 0.08
H -2.135 -2.576 -0.159 0.08
H -0.158 -2.679 1.135 0.12
H 1.015 -1.375 1.176 0.11
H 2.489 -1.546 -1.503 0.07
H 3.161 -1.571 0.127 0.07
H 3.507 -2.883 -0.993 0.09
H 0.070 -4.361 -0.955 0.09
H 1.704 -4.569 -1.577 0.09
H 0.721 -3.236 -2.157 0.07
H 1.206 -4.542 1.315 0.08
H 2.392 -3.332 1.808 0.08
H 2.814 -4.541 0.597 0.08
H -0.849 4.280 -1.461 0.11
H 1.398 5.350 -1.635 0.12
H 4.152 4.054 0.143 0.10
```



Which is most stable, and by how much? P, by 102.0 kJ/mol.



P | This record from OMol25 describes the ion C27H30BN2O4S2 with charge -1. The level of theory is wB97M-V/def2-TZVPD.

Charge: -1
Frontier orbital gap, eV: 6.880
HOMO level, eV: -4.58

XYZ file:
```
66
Properties=species:S:1:pos:R:3:lowdin_charge:R:1
C -1.194 -3.726 4.401 -0.01
B -0.198 -4.210 3.259 -0.47
O 0.252 -5.510 3.259 0.14
C 0.300 -3.234 2.160 -0.11
C 0.480 -1.875 2.442 -0.08
C 0.932 -1.017 1.453 -0.44
C 1.222 -1.451 0.153 -0.19
C 1.059 -2.814 -0.137 -0.04
C 1.317 -3.466 -1.530 -0.72
O 2.212 -2.975 -2.232 -0.04
O 0.588 -4.439 -1.758 -0.05
C 0.592 -3.665 0.862 0.03
N 1.657 -0.555 -0.875 -0.02
C 0.536 0.120 -1.581 -0.15
C -0.704 -0.746 -1.769 -0.13
C -1.775 -0.533 -0.673 -0.20
N -2.930 0.233 -1.144 -0.04
C -4.230 -0.247 -0.685 -0.17
C -4.891 0.716 0.290 -0.15
C -5.236 2.000 -0.133 -0.05
C -5.813 2.908 0.745 -0.10
C -6.069 2.522 2.056 -0.09
C -5.731 1.247 2.494 -0.02
C -5.151 0.343 1.611 -0.27
O -4.839 -0.920 2.091 0.03
C 2.579 0.431 -0.431 -0.23
C 3.613 0.781 -1.296 0.05
C 4.525 1.781 -0.958 -0.24
C 5.610 2.163 -1.956 -0.16
C 5.016 2.529 -3.319 -0.29
C 3.986 3.634 -3.235 -0.57
S 3.192 3.978 -4.842 0.68
C 4.431 2.411 0.277 -0.05
C 3.409 2.068 1.164 -0.10
C 2.492 1.098 0.788 -0.45
S 1.141 0.703 1.864 1.01
H -0.671 -3.593 5.348 0.06
H -1.661 -2.786 4.120 0.05
H -1.985 -4.454 4.593 0.06
H -0.404 -6.119 3.606 0.09
H 0.276 -1.482 3.430 0.10
H 0.442 -4.707 0.634 0.12
H 0.906 0.384 -2.573 0.12
H 0.265 1.070 -1.106 0.11
H -0.464 -1.796 -1.898 0.10
H -1.168 -0.423 -2.698 0.11
H -2.075 -1.515 -0.312 0.12
H -1.283 -0.024 0.160 0.09
H -2.827 1.206 -0.903 0.10
H -4.934 -0.399 -1.507 0.12
H -4.133 -1.202 -0.184 0.10
H -5.062 2.302 -1.157 0.11
H -6.087 3.902 0.429 0.09
H -6.517 3.202 2.765 0.10
H -5.909 0.927 3.509 0.11
H -3.882 -1.013 2.028 0.10
H 3.699 0.261 -2.237 0.13
H 6.312 1.342 -2.059 0.12
H 6.124 3.027 -1.537 0.10
H 5.836 2.899 -3.941 0.10
H 4.645 1.654 -3.840 0.10
H 3.190 3.418 -2.531 0.07
H 4.456 4.568 -2.943 0.07
H 2.035 3.324 -4.685 -0.16
H 5.142 3.177 0.555 0.10
H 3.354 2.568 2.117 0.10
```



Q | This record from OMol25 describes the ion C27H30BN2O4S2 with charge -1. The level of theory is wB97M-V/def2-TZVPD.

Charge: -1
Frontier orbital gap, eV: 6.998
HOMO level, eV: -4.68

XYZ file:
```
66
Properties=species:S:1:pos:R:3:lowdin_charge:R:1
C -0.414 5.629 1.349 -0.01
B -1.707 4.712 1.387 -0.47
O -2.942 5.287 1.585 0.14
C -1.632 3.170 1.237 -0.11
C -0.509 2.461 1.677 -0.09
C -0.457 1.086 1.526 -0.45
C -1.509 0.368 0.938 -0.18
C -2.652 1.056 0.512 -0.04
C -3.897 0.396 -0.165 -0.69
O -4.188 -0.755 0.192 -0.03
O -4.440 1.144 -1.028 -0.07
C -2.678 2.442 0.659 0.03
N -1.412 -1.048 0.745 -0.03
C -0.757 -1.449 -0.527 -0.14
C -1.052 -0.528 -1.705 -0.14
C -0.034 0.613 -1.887 -0.20
N 0.861 0.433 -3.034 -0.05
C 1.146 1.634 -3.815 -0.17
C 2.571 2.117 -3.669 -0.15
C 3.622 1.317 -4.111 -0.05
C 4.944 1.713 -3.973 -0.10
C 5.235 2.940 -3.394 -0.10
C 4.206 3.750 -2.943 -0.02
C 2.886 3.342 -3.082 -0.27
O 1.898 4.197 -2.629 0.03
C -0.840 -1.751 1.835 -0.23
C -1.390 -2.980 2.179 0.05
C -0.844 -3.763 3.190 -0.24
C -1.434 -5.118 3.512 -0.16
C -1.532 -6.040 2.294 -0.29
C -0.193 -6.230 1.600 -0.57
S -0.320 -7.213 0.071 0.68
C 0.254 -3.274 3.893 -0.05
C 0.806 -2.039 3.580 -0.10
C 0.270 -1.288 2.542 -0.46
S 1.004 0.241 2.072 1.02
H -0.153 5.963 2.358 0.07
H 0.441 5.100 0.930 0.05
H -0.572 6.535 0.757 0.06
H -2.974 6.203 1.297 0.09
H 0.329 2.972 2.138 0.10
H -3.553 2.968 0.299 0.12
H -1.122 -2.450 -0.771 0.12
H 0.331 -1.542 -0.387 0.11
H -2.065 -0.139 -1.656 0.10
H -1.000 -1.141 -2.608 0.11
H -0.582 1.550 -1.997 0.12
H 0.544 0.696 -0.959 0.10
H 1.730 0.021 -2.727 0.10
H 0.956 1.468 -4.880 0.12
H 0.477 2.438 -3.507 0.11
H 3.400 0.367 -4.584 0.12
H 5.751 1.083 -4.325 0.10
H 6.258 3.272 -3.276 0.10
H 4.403 4.707 -2.478 0.11
H 1.393 3.752 -1.938 0.10
H -2.266 -3.311 1.630 0.14
H -2.427 -4.984 3.946 0.12
H -0.788 -5.588 4.260 0.11
H -1.876 -7.022 2.636 0.10
H -2.296 -5.695 1.595 0.10
H 0.274 -5.282 1.345 0.07
H 0.496 -6.781 2.241 0.07
H -0.320 -6.199 -0.797 -0.16
H 0.686 -3.861 4.695 0.10
H 1.655 -1.672 4.144 0.10
```



Which is most stable, and by how much? Q, by 25.3 kJ/mol.